9
Properties=species:S:1:pos:R:3:forces:R:3:lowdin_charge:R:1 method="wB97M-V/def2-TZVPD" e_tot_ha=-205.2301 de_lowest_kj_mol=422.67 smiles=NN1CN1 orbital_gap_ev=9.656 spin_multiplicity=1 homo_ev=-8.4
N -1.163 -0.276 -1.038 0.318 -0.544 -0.098 -0.0126
N -0.589 0.466 -0.011 1.402 0.836 1.988 -0.1709
N 0.795 0.640 -0.250 0.491 0.127 -1.760 -0.1161
C 0.739 -0.066 0.946 -2.047 -0.299 -0.810 -0.0894
H -2.071 -0.616 -0.752 0.129 -0.068 0.152 0.0678
H -0.572 -1.020 -1.403 -0.004 0.007 0.109 0.0688
H 0.961 0.407 1.898 -0.432 0.011 -0.012 0.0782
H 0.811 -1.144 0.873 0.331 0.032 0.002 0.0712
H 1.089 1.610 -0.262 -0.188 -0.102 0.428 0.1031